1.
{
  "formula": "C3H36N2O13",
  "method": "ωB97M-V with the def2-TZVPD basis set",
  "species": ["N", "C", "C", "C", "N", "H", "H", "H", "H", "H", "H", "H", "H", "H", "H", "H", "H", "O", "H", "H", "O", "H", "H", "O", "H", "H", "O", "H", "H", "O", "H", "H", "O", "H", "H", "O", "H", "H", "O", "H", "H", "O", "H", "H", "O", "H", "H", "O", "H", "H", "O", "H", "H", "O"],
  "coordinates": [[0.686, 0.862, -1.237], [-0.747, 0.494, -1.519], [-1.210, 1.099, -2.842], [-0.833, -1.030, -1.546], [-2.171, -1.490, -1.984], [1.305, 0.676, -2.013], [0.511, 1.831, -0.973], [-1.316, 0.993, -0.724], [-2.079, 0.619, -3.289], [-1.266, 2.187, -2.814], [-0.498, 0.948, -3.672], [-0.749, -1.401, -0.532], [0.039, -1.383, -2.104], [-2.799, -1.343, -1.199], [-2.160, -2.495, -2.117], [-4.617, 2.478, 1.711], [-3.433, 2.875, 0.885], [-3.663, 2.347, 1.657], [0.382, -4.536, 2.808], [0.432, -3.663, 1.377], [0.013, -3.912, 2.192], [0.936, -0.886, -0.088], [1.086, -0.880, 1.336], [1.126, -1.529, 0.620], [2.197, 2.161, 3.811], [2.603, 0.979, 2.970], [2.831, 1.899, 3.134], [-1.700, -2.327, 1.768], [-2.909, -2.086, 2.486], [-2.371, -1.643, 1.813], [1.304, 2.786, 1.441], [0.225, 1.686, 1.218], [0.739, 2.371, 0.787], [2.190, -0.317, -4.904], [1.726, -0.837, -3.467], [2.043, -1.062, -4.321], [3.124, -0.923, 1.533], [2.906, 0.541, 1.008], [3.514, -0.203, 1.038], [3.419, 0.398, -3.287], [3.998, 1.730, -3.230], [3.221, 1.308, -3.602], [3.049, -0.947, -1.334], [4.413, -0.241, -1.152], [3.827, -0.632, -1.804], [0.164, 0.627, 3.266], [0.011, -0.915, 2.908], [0.564, -0.131, 2.824], [-1.993, 0.496, 2.671], [-2.312, 1.948, 3.020], [-1.713, 1.218, 3.235], [-4.064, 0.050, 1.125], [-5.222, -0.809, 0.649], [-4.761, 0.015, 0.465]],
  "lowdin_charge": [0.03, -0.41, -0.07, -0.24, 0.02, 0.05, 0.05, 0.13, 0.06, 0.07, 0.08, 0.07, 0.12, 0.05, 0.07, 0.06, 0.07, -0.05, 0.04, 0.01, -0.04, -0.01, -0.02, -0.09, 0.04, 0.00, -0.05, 0.01, 0.07, -0.04, 0.04, 0.02, -0.06, 0.04, -0.03, -0.04, 0.04, 0.02, -0.04, -0.01, 0.03, -0.09, 0.03, 0.05, -0.05, 0.03, 0.05, -0.06, 0.00, 0.02, -0.06, -0.01, 0.04, -0.06],
  "gap_ev": 8.80,
  "e_homo_ev": -8.91,
  "de_lowest_kj_mol": 313.2
}


2.
{
  "formula": "C3H36NO14",
  "method": "ωB97M-V with the def2-TZVPD basis set",
  "species": ["C", "C", "C", "N", "H", "H", "H", "H", "H", "H", "H", "H", "H", "H", "O", "H", "H", "O", "H", "H", "O", "H", "H", "O", "H", "H", "O", "H", "H", "O", "H", "H", "O", "H", "H", "O", "H", "H", "O", "H", "H", "O", "H", "H", "O", "H", "H", "O", "H", "H", "O", "H", "H", "O"],
  "coordinates": [[-3.968, 0.407, 1.223], [-2.482, 0.492, 1.354], [-1.819, 1.047, 0.355], [-0.376, 1.235, 0.200], [-4.308, 1.423, 0.953], [-4.250, -0.254, 0.376], [-4.412, 0.050, 2.172], [-2.052, 0.059, 2.279], [-2.175, 1.439, -0.650], [-0.143, 2.143, -0.240], [0.270, 1.296, 1.035], [-0.197, 0.556, -0.551], [-0.801, -0.057, -4.967], [0.109, -0.542, -3.879], [-0.828, -0.448, -4.084], [1.954, -1.418, -0.538], [1.907, -0.485, 0.627], [1.652, -0.535, -0.301], [0.712, -3.385, -1.035], [-0.503, -3.153, -1.938], [0.470, -2.976, -1.884], [1.455, -1.295, 4.791], [0.313, -1.017, 3.773], [0.729, -0.658, 4.588], [1.856, -2.251, 1.847], [2.876, -3.246, 1.397], [1.962, -3.226, 1.709], [-0.612, -2.499, 2.578], [-0.236, -1.544, 1.430], [-0.375, -1.582, 2.378], [-2.565, -1.468, -3.232], [-3.736, -0.642, -2.339], [-3.156, -1.377, -2.488], [3.424, 2.924, 1.042], [2.759, 3.509, -0.149], [2.566, 2.891, 0.557], [-0.536, -1.657, -1.103], [-2.062, -1.522, -0.746], [-1.161, -1.398, -0.401], [2.230, 2.463, -2.115], [1.118, 3.311, -2.980], [1.904, 3.294, -2.457], [2.323, 1.554, 2.340], [1.190, 0.826, 2.834], [1.844, 0.754, 2.107], [1.572, -1.898, -3.115], [2.744, -0.952, -3.358], [1.793, -0.988, -3.396], [-0.821, 2.883, 4.112], [-0.008, 1.809, 4.787], [-0.382, 2.018, 3.928], [-0.570, 0.900, -3.145], [0.265, 2.153, -3.072], [-0.398, 1.669, -2.523]],
  "lowdin_charge": [-0.08, -0.14, -0.14, 0.15, 0.09, 0.08, 0.09, 0.11, 0.15, 0.15, 0.13, 0.09, 0.09, 0.00, -0.03, 0.03, 0.00, -0.05, 0.07, 0.09, -0.05, 0.07, -0.03, -0.09, 0.02, 0.05, -0.06, 0.10, 0.01, -0.05, 0.02, 0.05, -0.03, 0.08, 0.03, -0.06, 0.01, 0.04, -0.08, 0.04, 0.01, -0.02, 0.05, 0.03, -0.07, 0.03, 0.06, -0.05, 0.07, 0.04, -0.07, 0.01, 0.03, -0.08],
  "gap_ev": 9.83,
  "total_charge": 1,
  "e_homo_ev": -12.41,
  "de_lowest_kj_mol": 347.1
}


3.
{
  "formula": "C3H36NO14S",
  "method": "ωB97M-V with the def2-TZVPD basis set",
  "species": ["C", "N", "C", "C", "S", "H", "H", "H", "H", "H", "H", "H", "H", "H", "H", "O", "H", "H", "O", "H", "H", "O", "H", "H", "O", "H", "H", "O", "H", "H", "O", "H", "H", "O", "H", "H", "O", "H", "H", "O", "H", "H", "O", "H", "H", "O", "H", "H", "O", "H", "H", "O", "H", "H", "O"],
  "coordinates": [[-0.906, -0.116, -0.958], [-2.114, 0.020, -1.890], [-2.432, -1.338, -2.276], [-3.353, -2.046, -1.257], [-2.434, -2.982, -0.009], [-0.933, 0.576, -0.117], [0.006, 0.095, -1.552], [-0.847, -1.093, -0.512], [-2.896, 0.486, -1.439], [-2.863, -1.389, -3.319], [-1.480, -1.915, -2.408], [-4.150, -2.645, -1.747], [-3.999, -1.224, -0.925], [0.778, 3.617, 2.460], [0.975, 3.733, 3.971], [1.445, 3.604, 3.145], [3.531, -1.550, 1.778], [3.993, -0.124, 1.803], [4.313, -1.025, 1.585], [1.924, 2.326, -1.286], [0.762, 2.897, -2.151], [1.546, 3.135, -1.676], [0.760, 3.736, -0.157], [-0.678, 3.967, 0.439], [0.217, 3.691, 0.635], [-0.056, -3.804, -0.020], [0.769, -3.283, 1.196], [0.860, -3.616, 0.244], [3.171, 1.733, 1.480], [2.555, 1.942, 2.856], [3.185, 1.367, 2.402], [1.882, -0.371, 2.451], [0.496, -0.664, 2.295], [1.320, -1.184, 2.467], [-4.754, 0.584, -0.281], [-3.977, 0.403, 1.096], [-4.098, 1.000, 0.304], [-1.193, -0.025, 3.073], [-1.243, 0.304, 1.478], [-0.824, 0.524, 2.334], [4.507, -1.158, -0.204], [3.299, -1.372, -1.113], [4.132, -0.801, -1.030], [-1.496, -0.221, -5.147], [-1.221, 0.560, -3.810], [-1.339, 0.661, -4.798], [-4.514, -2.148, 2.102], [-3.027, -1.891, 1.980], [-3.858, -1.516, 2.376], [3.398, 0.630, -0.759], [3.764, 2.085, -0.591], [3.117, 1.486, -0.214], [1.302, -2.511, -0.881], [0.996, -1.346, -1.950], [1.679, -1.802, -1.471]],
  "lowdin_charge": [-0.10, -0.11, -0.37, -0.67, 0.40, 0.06, 0.07, 0.00, 0.06, 0.10, 0.10, 0.05, 0.02, -0.01, 0.04, -0.05, 0.03, 0.01, -0.06, 0.01, 0.04, -0.06, 0.00, 0.05, -0.05, -0.04, 0.08, -0.11, 0.02, 0.02, -0.09, 0.02, 0.00, -0.10, 0.03, 0.04, -0.10, 0.09, 0.02, -0.07, 0.02, 0.04, -0.11, 0.01, 0.02, -0.10, 0.00, -0.07, -0.15, 0.07, 0.07, -0.10, 0.01, 0.01, -0.08],
  "gap_ev": 6.83,
  "total_charge": -1,
  "e_homo_ev": -4.32,
  "de_lowest_kj_mol": 0.0
}


4.
{
  "formula": "C3H37NO15",
  "method": "ωB97M-V with the def2-TZVPD basis set",
  "species": ["C", "C", "N", "C", "H", "H", "H", "H", "H", "H", "H", "H", "H", "O", "H", "H", "O", "H", "H", "O", "H", "H", "O", "H", "H", "O", "H", "H", "O", "H", "H", "O", "H", "H", "O", "H", "H", "O", "H", "H", "O", "H", "H", "O", "H", "H", "O", "H", "H", "O", "H", "H", "O", "H", "H", "O"],
  "coordinates": [[2.632, 0.789, 2.350], [1.678, 1.686, 2.542], [1.019, 2.197, 1.430], [0.368, 3.501, 1.745], [2.902, 0.294, 1.451], [3.166, 0.364, 3.206], [1.507, 2.151, 3.530], [0.751, 1.543, 0.696], [-0.629, 3.578, 1.323], [0.172, 3.589, 2.804], [0.994, 4.321, 1.418], [-2.889, -2.309, 1.149], [-1.921, -2.642, 0.063], [-1.917, -2.488, 1.030], [3.339, 1.440, -0.028], [3.251, 1.911, -1.330], [3.895, 1.968, -0.611], [-1.970, -0.264, -3.873], [-0.895, 0.773, -3.272], [-1.533, 0.072, -3.085], [-0.679, -4.476, 0.779], [0.820, -4.790, 1.109], [0.220, -4.510, 0.395], [1.159, -3.050, -0.463], [2.558, -2.021, -0.598], [1.643, -2.257, -0.700], [1.528, 0.033, -4.740], [2.637, -0.830, -4.085], [1.691, -0.676, -4.112], [-1.481, -3.669, -2.995], [-0.776, -3.278, -1.828], [-1.686, -3.584, -2.027], [0.239, -1.470, 0.748], [-0.679, -0.787, 1.884], [0.059, -0.678, 1.290], [-1.248, 0.733, 1.993], [-2.687, 0.807, 2.704], [-2.048, 1.242, 2.139], [-1.056, 2.737, -0.783], [-0.842, 1.619, -1.477], [-0.657, 2.561, -1.657], [-4.781, -1.470, 0.268], [-4.668, -0.966, 1.723], [-4.415, -1.681, 1.136], [0.504, -3.024, 3.699], [-0.536, -2.724, 2.693], [0.119, -3.402, 2.898], [1.908, -0.201, -0.671], [1.481, 0.658, -1.993], [1.572, 0.625, -1.036], [-2.996, 1.976, -1.537], [-2.845, 0.718, -2.342], [-3.554, 1.295, -1.921], [1.736, 4.128, -1.769], [2.104, 3.575, -0.423], [1.733, 4.361, -0.835]],
  "lowdin_spin": [0.35, 0.07, 0.45, 0.04, 0.01, 0.02, 0.00, 0.01, 0.00, 0.01, 0.02, 0.00, 0.00, 0.00, 0.00, 0.00, 0.00, 0.00, 0.00, 0.00, 0.00, 0.00, 0.00, 0.00, 0.00, 0.00, 0.00, 0.00, 0.00, 0.00, 0.00, 0.00, 0.00, 0.00, 0.01, 0.00, 0.00, 0.00, 0.00, 0.00, 0.00, 0.00, 0.00, 0.00, 0.00, 0.00, 0.00, 0.00, 0.00, 0.00, 0.00, 0.00, 0.00, 0.00, 0.00, 0.00],
  "gap_ev": [10.02, 6.23],
  "total_charge": 1,
  "s_squared": 0.77,
  "e_homo_ev": [-12.99, -12.99],
  "spin_multiplicity": 2,
  "de_lowest_kj_mol": 0.0
}


The records above give, respectively, DFT total energy values of -1223.484810, -1243.750939, -1642.276836, -1319.477388 Ha.